Formula: C5H8O2
Source: OMol25
Level of theory: ωB97M-V/def2-TZVPD

The geometry in XYZ format:
```
15
Properties=species:S:1:pos:R:3:mulliken_charge:R:1
H -1.639 0.864 0.544 0.380
H -0.754 0.404 -1.825 0.430
H -1.622 -1.512 0.878 0.361
C -0.122 -0.481 -0.273 1.456
H -0.319 -2.505 0.141 0.400
H 0.029 -1.535 1.586 0.347
C 1.360 -0.611 -0.459 -0.745
O -0.451 1.989 -0.580 -0.554
O -0.775 -0.518 -1.510 -0.583
C -0.559 -1.581 0.658 -1.520
C -0.558 0.923 0.349 -0.783
C 2.224 0.206 -0.207 -0.278
H 0.485 2.132 -0.762 0.340
H -0.083 1.190 1.308 0.353
H 2.785 1.034 0.151 0.396
```

2S+1 = 1
frontier orbital gap = 10.7 eV
ΔE to the lowest compared entry with this formula, charge and spin = 3.464 eV
electronic energy = -345.677658 hartree
SMILES string = C#C[C@](C)(O)CO

Formula: C5H8O2
Source: OMol25
Level of theory: ωB97M-V/def2-TZVPD

The geometry in XYZ format:
```
15
Properties=species:S:1:pos:R:3:mulliken_charge:R:1
H 1.713 1.877 -0.344 0.283
H -0.152 1.225 2.065 0.320
C 0.392 0.315 0.421 1.063
C -1.354 -1.234 -0.560 -1.344
C 1.131 1.023 -0.661 -0.781
H 0.659 1.080 -1.631 0.288
O 0.619 0.776 1.706 -0.577
H -0.636 -1.763 -1.122 0.171
H 1.457 -1.168 -0.824 0.197
H -2.727 0.088 0.460 0.312
H 2.470 -0.344 0.463 0.248
O -1.906 0.499 0.812 -0.516
C -0.962 -0.214 0.176 0.852
C 1.593 -0.318 -0.173 -0.795
H -2.293 -1.761 -0.664 0.279
```

2S+1 = 1
frontier orbital gap = 9.6 eV
ΔE to the lowest compared entry with this formula, charge and spin = 2.116 eV
electronic energy = -345.727182 hartree
SMILES string = C=C(O)C1(O)CC1

Formula: C5H8O2
Source: OMol25
Level of theory: ωB97M-V/def2-TZVPD

The geometry in XYZ format:
```
15
Properties=species:S:1:pos:R:3:mulliken_charge:R:1
H 2.807 1.547 -0.911 0.369
O -0.381 -2.153 -0.475 -0.448
H 0.544 1.287 0.750 0.292
H -2.147 -0.139 -1.105 0.394
H -1.987 1.609 -0.750 0.315
C -1.480 0.553 -0.733 -1.243
C 2.415 0.583 -0.706 -0.462
O -0.059 0.905 1.304 -0.476
C -0.377 -1.410 0.451 -0.202
H -0.111 -1.785 1.499 0.431
C -0.953 0.026 0.575 0.359
H 2.106 -1.326 0.414 0.527
C 2.207 -0.428 -0.153 -0.399
H -0.714 0.701 -1.492 0.296
H -1.868 0.030 1.332 0.249
```

2S+1 = 1
frontier orbital gap = 10.6 eV
ΔE to the lowest compared entry with this formula, charge and spin = 3.971 eV
electronic energy = -345.659018 hartree
SMILES string = C[C@H](O)C=O.C#C